Below is a molecular structure, C32H27AsBrN4O12SZr at a distorted geometry, with properties calculated with the ωB97M-V functional and the def2-TZVPD basis.

Each line ends with the Mulliken charge.
Geometry (Å):
Zr: -0.7132 -0.4983 -0.8178  0.60
O: -2.2787 3.0151 0.4572  -0.71
C: -1.9951 3.8611 -0.5441  0.49
C: -2.8200 4.9544 -0.7207  -0.55
C: -2.4745 5.9733 -1.5951  -0.42
C: -1.2742 5.8650 -2.2942  -0.78
C: -0.4846 4.7085 -2.1528  -0.74
C: -0.8414 3.7098 -1.2947  0.52
C: 0.0855 2.5262 -1.2354  -0.37
O: -0.5917 1.3788 -1.3205  0.10
N: 0.8376 2.5390 0.0792  -0.32
N: 0.7676 1.5589 0.8397  0.48
C: 1.6057 1.2987 1.8339  -0.44
C: 1.3376 0.2334 2.7273  0.37
Br: -0.3291 -0.6877 2.5110  0.23
C: 1.9747 -0.2506 3.8126  -0.77
C: 3.4110 0.1201 4.1621  0.03
C: 3.7831 0.9195 5.2268  -0.11
C: 5.1241 1.1050 5.6380  -0.79
C: 6.0986 0.6122 4.7677  -0.23
C: 5.7731 -0.1485 3.6121  -0.66
C: 4.4265 -0.4086 3.2923  -0.12
H: -2.2660 2.0504 0.2247  0.05
H: -3.6536 5.0002 -0.0874  0.52
H: -3.0995 6.9084 -1.6155  0.30
H: -1.0598 6.6710 -2.9243  0.45
H: 0.4355 4.5363 -2.7473  0.36
H: 0.8769 2.5555 -1.9889  0.73
H: 1.6673 3.1328 0.1403  0.35
H: 2.4336 1.9807 1.9568  0.51
H: 1.4898 -0.9856 4.4140  0.47
H: 3.0160 1.2585 5.9455  0.34
H: 5.3542 1.6783 6.4773  0.46
H: 7.1789 0.7936 4.9957  0.28
H: 6.6368 -0.5852 3.0921  0.35
H: 4.1554 -1.1107 2.5043  0.45
O: 0.4871 -2.2388 -4.6000  -0.77
C: 0.2135 -2.0313 -3.4692  0.11
O: -0.1684 -1.0065 -2.8793  -0.46
C: 0.4576 -3.1413 -2.4838  0.64
C: 1.1470 -4.2541 -2.9178  -0.83
C: 1.5051 -5.1956 -1.9416  -0.39
C: 1.1016 -5.0132 -0.6419  -0.96
C: 0.3713 -3.8413 -0.2905  -0.49
N: 0.1017 -2.9030 -1.2266  0.46
H: 1.4067 -4.3609 -3.9597  0.53
H: 2.0586 -6.0475 -2.2261  0.47
H: 1.3785 -5.7483 0.0853  0.43
H: -0.0312 -3.5656 0.7023  0.45
O: -3.3474 -1.4170 2.1903  -0.66
As: -3.5695 0.2699 1.5423  -0.28
O: -0.4047 -1.4807 1.0176  -0.18
O: -2.2038 0.3855 0.5873  0.17
C: -4.9809 -0.2437 0.2176  0.13
C: -6.2635 -0.0614 0.7733  -0.97
C: -7.3629 -0.3450 0.0365  -0.47
C: -7.3185 -0.9927 -1.1854  -0.74
C: -6.0611 -1.1302 -1.7671  -0.46
C: -4.9097 -0.7317 -1.0620  0.28
S: -3.3641 -1.2399 -1.8473  1.68
O: -2.5715 -1.9718 -0.7761  -0.62
O: -3.7621 -2.1167 -2.9034  -0.72
O: -2.6364 -0.0607 -2.2560  -0.58
H: -2.8142 -2.0051 1.6468  0.33
H: -6.2803 0.2792 1.7789  0.40
H: -8.2721 -0.0293 0.4854  0.39
H: -8.2104 -1.2499 -1.7104  0.40
H: -5.9566 -1.6238 -2.7282  0.48
O: 2.4941 -1.8007 0.9019  -0.64
C: 2.6225 -1.3577 -0.2408  -0.49
C: 3.8890 -1.6293 -1.0298  -0.53
C: 3.6115 -0.9453 -2.3881  -0.99
C: 2.4837 -0.0103 -1.9658  -0.01
O: 2.2910 1.0774 -2.4442  -0.68
N: 1.7376 -0.5494 -0.9018  1.87
H: 4.0894 -2.7482 -0.9814  0.24
H: 4.7055 -1.1768 -0.5737  0.38
H: 3.2431 -1.5502 -3.1752  0.24
H: 4.5052 -0.4661 -2.7639  0.42

Summary:
Lowest unoccupied orbital energy (eV): 1.97
Charge: -1
HOMO (eV): -5.77
Calculated total energy (Ha): -7612.7498
ΔE to the lowest compared entry with this formula, charge and spin (kJ/mol): 404.0
Kohn-Sham gap (eV): 7.7
Molecular weight (g/mol): 937.7



Below is a molecular structure, C15H39AsCl2KN6O3S, with properties calculated with the ωB97M-V functional and the def2-TZVPD basis.

Each line ends with the Mulliken charge.
Geometry (Å):
K: 0.3430 0.1486 -0.3204  1.28
N: -1.1759 -2.5723 -0.0357  -0.21
C: -2.2182 -2.8248 -1.0129  -0.98
C: -2.0784 -1.9243 -2.2336  -0.46
N: -2.0771 -0.5082 -1.9203  0.15
C: -1.9241 0.3037 -3.1112  -0.65
C: -1.7515 1.7885 -2.8202  -0.99
N: -0.5673 2.0393 -2.0230  -0.27
H: -0.2542 -2.6848 -0.4586  -0.03
H: -1.2261 -3.2295 0.7326  0.20
H: -3.1884 -2.6342 -0.5380  0.42
H: -2.2399 -3.8646 -1.3798  0.49
H: -2.8809 -2.1929 -2.9477  0.35
H: -1.1293 -2.1402 -2.7320  0.10
H: -2.9116 -0.2454 -1.4044  0.24
H: -2.7730 0.1852 -3.8121  0.36
H: -1.0314 -0.0593 -3.6292  0.30
H: -2.6201 2.1521 -2.2582  0.36
H: -1.7493 2.3161 -3.7899  0.44
H: -0.3251 3.0190 -1.9583  0.21
H: 0.2355 1.5617 -2.4273  0.12
N: 2.3011 -1.0576 1.0346  -0.35
C: 2.2663 -0.8766 2.4661  0.32
C: 1.0203 -1.5124 3.0708  -0.96
N: -0.1895 -0.8658 2.6303  0.62
C: -1.3823 -1.3837 3.2469  -0.77
C: -2.6407 -0.5858 2.8764  -1.01
N: -2.8204 -0.3080 1.4614  -0.64
H: 2.4031 -2.0195 0.7343  0.12
H: 3.0119 -0.4929 0.5841  0.19
H: 2.2179 0.1954 2.6692  -0.77
H: 3.1579 -1.2671 2.9898  0.42
H: 1.1278 -1.5131 4.1770  0.38
H: 0.9770 -2.5675 2.7706  0.43
H: -0.1286 0.1486 2.6727  -0.13
H: -1.3123 -1.4316 4.3550  0.43
H: -1.5092 -2.4226 2.9112  0.33
H: -2.6361 0.3758 3.4033  0.42
H: -3.4914 -1.1543 3.2804  0.36
H: -2.3284 0.5771 1.2658  0.33
H: -2.3154 -1.0129 0.9272  0.28
C: 3.1162 5.2958 1.0141  -1.10
As: 3.2253 3.3910 1.3159  0.72
C: 2.3370 3.1813 3.0213  -0.98
C: 5.0789 3.1910 1.8516  -1.16
S: 2.9509 2.3075 -0.4446  -0.48
H: 3.5547 5.8290 1.8559  0.39
H: 2.0679 5.5709 0.8992  0.30
H: 3.6574 5.5113 0.0943  0.34
H: 2.9947 3.7109 3.7149  0.48
H: 2.2363 2.1395 3.2963  0.18
H: 1.3476 3.6190 2.9735  0.23
H: 5.3760 4.0026 2.5147  0.39
H: 5.6895 3.1773 0.9516  0.34
H: 5.1776 2.2380 2.3709  0.35
C: -1.1697 3.8056 1.0110  -1.27
C: -0.9865 2.2962 1.3190  0.00
O: 0.2102 1.9910 1.4942  -0.43
H: -1.7513 4.2479 1.8280  0.41
H: -1.7800 3.9155 0.1110  0.33
H: -0.2212 4.3591 0.8829  -0.16
Cl: 3.7662 -3.5418 -3.3529  -0.22
C: 2.4637 -2.3661 -3.6224  0.11
Cl: 1.3346 -2.9924 -4.8663  -0.22
C: 1.6489 -2.0100 -2.3515  0.33
O: 1.5624 -2.8396 -1.4440  -0.83
O: 1.1381 -0.8790 -2.4413  -0.73
H: 2.9162 -1.4800 -4.0525  0.26

Summary:
Lowest unoccupied orbital energy (eV): 2.30
Charge: -1
HOMO (eV): -2.89
Calculated total energy (Ha): -5303.5539
ΔE to the lowest compared entry with this formula, charge and spin (kJ/mol): 13.0
Kohn-Sham gap (eV): 5.2
Molecular weight (g/mol): 568.5



Below is a molecular structure, C7H18NOP at a distorted geometry, with properties calculated with the ωB97M-V functional and the def2-TZVPD basis.

Each line ends with the Mulliken charge.
Geometry (Å):
C: 3.9508 -0.8683 0.2000  -1.03
C: -2.0605 -1.4035 -0.5309  -1.52
C: -1.8176 -0.2988 1.6703  -1.84
C: -2.8110 0.9745 -0.3286  -2.04
C: 0.3599 1.4279 -1.7619  -1.38
C: 2.6515 -0.3326 0.9037  -0.39
C: -1.8819 -0.0930 0.2128  1.47
N: 1.5276 -0.2529 -0.1157  -0.34
O: 0.5666 2.0242 0.8784  -0.73
P: 0.2589 0.8392 0.0055  0.88
H: 4.4047 -0.2364 -0.6847  0.24
H: 4.6751 -0.9833 0.9945  0.38
H: 3.8652 -1.8956 -0.2276  0.29
H: -1.9610 -1.1451 -1.6119  0.34
H: -1.4830 -2.2898 -0.0506  0.33
H: -3.1709 -1.6984 -0.4272  0.43
H: -1.5346 0.5978 2.1928  0.41
H: -1.2271 -1.1864 1.8862  0.36
H: -2.8216 -0.5217 1.9361  0.53
H: -2.6158 1.1221 -1.2909  0.58
H: -3.7230 0.6263 -0.2722  0.65
H: -2.6585 2.0547 0.1164  0.29
H: 1.3613 1.8051 -1.8294  0.36
H: 0.2998 0.7673 -2.6231  0.36
H: -0.3623 2.1874 -1.9139  0.41
H: 2.3178 -0.8371 1.7780  0.37
H: 2.8289 0.7693 1.1649  0.30
H: 1.0608 -1.1530 -0.2710  0.29

Summary:
Lowest unoccupied orbital energy (eV): 0.69
Charge: 0
HOMO (eV): -8.24
Calculated total energy (Ha): -748.8069
ΔE to the lowest compared entry with this formula, charge and spin (kJ/mol): 158.3
Kohn-Sham gap (eV): 8.9
Molecular weight (g/mol): 163.2



Question: What is the HOMO in the third record?
Answer: -8.24 eV